Record 1
This record from the Open Molecules 2025 dataset describes a structure of composition CFNO5S2Y at a distorted geometry. The level of theory is ωB97M-V/def2-TZVPD.

Geometry (Å):
Y  0.431  -1.588  1.262
N  0.564  0.651  0.286
S  1.906  0.115  -0.800
O  3.109  0.831  -0.283
O  1.879  -1.335  -0.261
S  -0.536  1.506  -0.393
O  -1.953  0.829  -0.103
F  -0.803  2.765  0.672
O  -3.411  -0.913  -0.884
C  -2.314  -0.774  -0.425
O  -1.382  -1.523  -0.137

The gap between HOMO and LUMO (alpha / beta) comes out at 0.217 / 0.337 Ha. The spin multiplicity is 2. Its charge is 0.

Partial atomic charges computed with the Mulliken method, in multiples of e:
1. Y 1.007
2. N -0.363
3. S 0.684
4. O -0.530
5. O -0.522
6. S 0.629
7. O -0.417
8. F -0.265
9. O -0.447
10. C 0.724
11. O -0.501

---

Record 2
This record from the Open Molecules 2025 dataset describes a structure of composition CH10FeO8 at a distorted geometry. The level of theory is ωB97M-V/def2-TZVPD.

Geometry (Å):
Fe  -0.051  0.117  -0.398
C  -0.858  -2.331  1.217
O  -0.854  -1.682  2.341
O  -0.595  -1.587  0.115
O  -1.044  -3.565  1.098
O  1.462  -0.695  -1.801
H  2.385  -0.959  -1.872
H  1.090  -0.832  -2.681
O  -1.093  1.024  1.233
H  -1.600  0.384  1.777
H  -1.025  1.829  1.756
O  1.594  -0.052  1.033
H  2.259  0.588  1.305
H  1.589  -0.748  1.713
O  -1.902  0.472  -1.418
H  -2.670  0.225  -0.885
H  -2.232  1.072  -2.095
O  0.935  1.955  -0.889
H  1.881  1.985  -1.079
H  0.730  2.799  -0.468

The gap between HOMO and LUMO (alpha / beta) comes out at 0.185 / 0.185 Ha. The spin multiplicity is 5. Its charge is 0.

Partial atomic charges computed with the Mulliken method, in multiples of e:
1. Fe 0.888
2. C 0.553
3. O -0.792
4. O -0.544
5. O -0.727
6. O -0.427
7. H 0.270
8. H 0.274
9. O -0.428
10. H 0.325
11. H 0.234
12. O -0.435
13. H 0.258
14. H 0.301
15. O -0.461
16. H 0.323
17. H 0.261
18. O -0.479
19. H 0.319
20. H 0.287

---

Record 3
This record from the Open Molecules 2025 dataset describes a cluster of 4 separate species, CH10N2O3 in total at a distorted geometry. The level of theory is ωB97M-V/def2-TZVPD.

Geometry (Å):
N  -1.384  -0.809  0.179
C  -0.565  -1.023  -1.036
N  0.107  0.194  -1.327
H  -0.918  -0.720  1.087
H  -2.061  -0.064  -0.123
H  -1.274  -1.229  -1.852
H  0.939  0.187  -0.723
H  1.988  -0.044  1.283
H  -0.621  0.929  -1.020
O  0.946  0.680  1.684
H  0.015  -1.939  -0.865
H  -2.783  1.753  -1.185
O  -2.012  1.404  -0.710
H  3.253  -1.079  1.404
H  1.000  1.378  2.341
O  2.618  -0.748  0.763

The gap between HOMO and LUMO comes out at 0.152 Ha. Its charge is 0.

Partial atomic charges computed with the Mulliken method, in multiples of e:
1. N -0.258
2. C -0.316
3. N -0.298
4. H 0.267
5. H 0.390
6. H 0.267
7. H 0.327
8. H 0.400
9. H 0.390
10. O -0.709
11. H 0.337
12. H 0.251
13. O -0.797
14. H 0.262
15. H 0.210
16. O -0.725

---

Record 4
This record from the Open Molecules 2025 dataset describes a cluster of 4 separate species, CH10N2O4 in total at a distorted geometry. The level of theory is ωB97M-V/def2-TZVPD.

Geometry (Å):
N  1.045  1.127  -0.964
C  1.376  0.018  -0.082
N  1.073  0.333  1.380
O  2.531  -0.499  -0.113
H  0.167  1.417  -0.534
H  1.785  1.812  -0.812
H  1.954  0.213  1.898
H  0.500  -0.453  1.719
H  -1.465  -1.484  0.188
H  -2.372  -1.072  -1.836
O  -1.980  -0.668  -1.056
H  -1.444  -2.620  1.265
H  0.595  -0.773  -0.389
O  -1.015  -1.810  1.012
H  -2.647  1.905  0.273
H  -1.943  0.793  -0.652
O  -1.916  1.744  -0.309

The gap between HOMO and LUMO comes out at 0.154 Ha. Its charge is 0.

Partial atomic charges computed with the Mulliken method, in multiples of e:
1. N -0.462
2. C 0.430
3. N -0.331
4. O -0.369
5. H 0.275
6. H 0.284
7. H 0.302
8. H 0.303
9. H 0.386
10. H 0.175
11. O -0.823
12. H 0.291
13. H 0.231
14. O -0.683
15. H 0.270
16. H 0.459
17. O -0.739

---

Record 5
This record from the Open Molecules 2025 dataset describes a cluster of 3 separate species, CH10N3O2 in total at a distorted geometry. The level of theory is ωB97M-V/def2-TZVPD.

Geometry (Å):
N  -0.377  -0.792  -1.381
C  -0.394  0.048  -0.341
N  -1.548  0.656  0.155
N  0.824  0.582  0.006
H  -1.026  -1.639  -1.312
H  0.343  -0.771  -2.099
H  -1.584  1.572  0.537
H  -2.500  0.083  0.108
H  1.628  0.045  -0.327
H  1.011  1.179  0.876
H  -3.088  -3.285  -0.868
H  -2.558  -3.109  0.514
O  -2.443  -2.755  -0.358
H  4.565  2.771  1.348
H  3.386  1.752  1.295
O  3.680  2.503  1.672

The gap between HOMO and LUMO comes out at 0.401 Ha. Its charge is +1.

Partial atomic charges computed with the Mulliken method, in multiples of e:
1. N -0.332
2. C 0.569
3. N -0.339
4. N -0.421
5. H 0.275
6. H 0.253
7. H 0.233
8. H 0.277
9. H 0.231
10. H 0.270
11. H 0.327
12. H 0.312
13. O -0.662
14. H 0.335
15. H 0.271
16. O -0.600

---

Record 6
This record from the Open Molecules 2025 dataset describes a cluster of 2 separate species, CH10N8 in total at a distorted geometry. The level of theory is ωB97M-V/def2-TZVPD.

Geometry (Å):
C  -0.440  -0.131  -1.231
N  0.403  -0.387  -0.267
N  0.119  -0.667  0.904
N  -1.032  -1.181  1.343
N  1.135  0.730  4.129
N  1.140  0.007  -2.957
N  -0.925  0.531  -3.450
N  0.279  0.534  3.238
N  -0.096  0.174  -2.463
H  -1.541  -0.266  -1.164
H  -0.958  -1.246  2.375
H  -1.637  -1.786  0.814
H  0.899  0.721  5.134
H  2.158  0.839  3.780
H  1.497  0.256  -3.945
H  1.936  -0.077  -2.324
H  -1.820  0.751  -3.239
H  -0.532  0.909  -4.325
H  -0.583  0.288  3.649

The gap between HOMO and LUMO (alpha / beta) comes out at 0.198 / 0.198 Ha. Its charge is +2.

Partial atomic charges computed with the Mulliken method, in multiples of e:
1. C 0.234
2. N -0.256
3. N -0.050
4. N -0.299
5. N -0.119
6. N -0.682
7. N -0.733
8. N 0.089
9. N 0.991
10. H 0.326
11. H 0.266
12. H 0.257
13. H 0.325
14. H 0.358
15. H 0.300
16. H 0.260
17. H 0.179
18. H 0.289
19. H 0.265

---

Record 7
This record from the Open Molecules 2025 dataset describes a cluster of 4 separate species, CH10NO4 in total at a distorted geometry. The level of theory is ωB97M-V/def2-TZVPD.

Geometry (Å):
N  -2.008  -0.114  -0.760
C  -1.376  0.261  0.548
O  -0.223  -0.383  0.767
H  -1.684  -1.021  -1.036
H  -2.079  0.629  -1.434
H  -2.243  0.289  1.251
H  -1.233  1.380  0.484
H  1.357  1.835  -0.790
H  0.637  0.542  -0.606
O  1.024  1.101  -1.328
H  4.120  0.750  -0.513
H  3.159  0.647  -1.691
O  4.091  0.507  -1.440
H  -0.678  -1.615  1.877
H  -1.907  -2.391  2.265
O  -0.958  -2.417  2.406

The gap between HOMO and LUMO comes out at 0.276 Ha. Its charge is -1.

Partial atomic charges computed with the Mulliken method, in multiples of e:
1. N -0.526
2. C -0.369
3. O -1.058
4. H 0.211
5. H 0.221
6. H 0.256
7. H 0.221
8. H 0.286
9. H 0.418
10. O -0.739
11. H 0.298
12. H 0.390
13. O -0.671
14. H 0.501
15. H 0.267
16. O -0.705

---

Record 8
This record from the Open Molecules 2025 dataset describes a structure of composition CH10Na5O8 at a distorted geometry. The level of theory is ωB97M-V/def2-TZVPD.

Geometry (Å):
Na  -2.456  1.395  5.628
Na  -5.502  1.577  1.547
Na  -1.369  4.585  0.880
Na  0.052  -2.513  -4.039
Na  -2.379  -3.352  2.711
C  -0.676  -0.164  0.107
O  -0.616  -1.368  -0.228
O  0.012  0.692  -0.542
O  -1.370  0.120  1.066
O  -5.594  -1.438  -1.291
H  -5.801  -0.862  -2.027
H  -4.675  -1.671  -1.419
O  1.212  -5.298  0.974
H  0.724  -4.521  0.701
H  1.263  -5.839  0.186
O  4.015  0.389  -2.508
H  3.116  0.577  -2.238
H  3.954  -0.438  -2.986
O  2.254  5.180  -1.401
H  2.181  4.226  -1.444
H  3.117  5.338  -1.019
O  2.943  1.447  2.651
H  2.284  1.371  1.961
H  3.311  0.567  2.729

The gap between HOMO and LUMO comes out at 0.102 Ha. Its charge is +3.

Partial atomic charges computed with the Mulliken method, in multiples of e:
1. Na 0.853
2. Na 0.796
3. Na 0.936
4. Na 0.986
5. Na 0.938
6. C 0.669
7. O -0.713
8. O -0.705
9. O -0.782
10. O -0.648
11. H 0.334
12. H 0.323
13. O -0.614
14. H 0.296
15. H 0.322
16. O -0.594
17. H 0.311
18. H 0.286
19. O -0.654
20. H 0.319
21. H 0.339
22. O -0.648
23. H 0.326
24. H 0.325

---

Record 9
This record from the Open Molecules 2025 dataset describes a cluster of 4 separate species, CH10O3 in total at a distorted geometry. The level of theory is ωB97M-V/def2-TZVPD.

Geometry (Å):
C  -1.483  -0.534  1.623
H  -2.520  -0.746  1.378
H  -1.183  0.111  0.794
H  -0.736  -1.305  1.442
H  -1.452  -0.035  2.578
H  -0.606  2.353  -2.204
H  -1.549  1.446  -1.701
O  -0.870  1.441  -2.406
H  2.999  -0.596  1.272
H  1.914  -1.631  1.096
O  2.064  -0.717  1.374
H  1.268  -0.642  -2.144
H  0.841  0.840  -1.656
O  1.313  0.017  -1.447

The gap between HOMO and LUMO comes out at 0.416 Ha. Its charge is 0. As for the SMILES: C.O.O.O.

Partial atomic charges computed with the Mulliken method, in multiples of e:
1. C -0.872
2. H 0.326
3. H 0.130
4. H 0.175
5. H 0.251
6. H 0.340
7. H 0.329
8. O -0.689
9. H 0.279
10. H 0.297
11. O -0.589
12. H 0.292
13. H 0.347
14. O -0.615

---

Record 10
This record from the Open Molecules 2025 dataset describes a cluster of 5 separate species, CH10O5 in total at a distorted geometry. The level of theory is ωB97M-V/def2-TZVPD.

Geometry (Å):
O  0.164  -2.304  -0.585
C  -1.012  -2.157  -0.855
H  -1.875  -2.764  -0.546
H  -1.221  -1.310  -1.519
H  0.966  -0.880  -0.562
H  2.080  -0.175  -1.372
O  1.734  -0.253  -0.463
H  1.460  0.950  2.512
H  1.700  0.964  1.020
O  1.778  1.528  1.812
H  -2.819  0.560  0.535
H  -1.357  0.367  0.162
O  -2.164  -0.124  0.389
H  0.026  2.562  0.173
H  0.672  1.238  -0.309
O  -0.131  1.799  -0.390

The gap between HOMO and LUMO comes out at 0.415 Ha. Its charge is 0. As for the SMILES: C=O.O.O.O.O.

Partial atomic charges computed with the Mulliken method, in multiples of e:
1. O -0.561
2. C -0.098
3. H 0.283
4. H 0.290
5. H 0.465
6. H 0.286
7. O -0.767
8. H 0.304
9. H 0.332
10. O -0.659
11. H 0.290
12. H 0.423
13. O -0.630
14. H 0.382
15. H 0.363
16. O -0.702